57
Properties=species:S:1:pos:R:3 method="wB97M-V/def2-TZVPD" de_lowest_kcal_mol=0.0 smiles="CCOCCO[C@](F)(OC(=O)Br)P(=O)(O)O.CCOCC.CCOCC" largest_force_ev_per_a=0.78 e_tot_ha=-4244.45812 multiplicity=1 homo_lumo_gap_ha=0.3537
H 0.1856 6.2142 1.2911
F 1.5889 -0.0814 1.4010
H -1.6762 -0.2041 2.4183
H 0.0232 -0.9932 -2.8353
H -3.7693 -3.2475 1.7033
P 3.0390 0.4072 -0.7568
O 0.6580 4.3656 0.4839
C -4.5711 -1.2643 1.2924
H -4.3954 -1.2926 0.2112
C 0.2723 -2.0719 -4.6726
C 2.0360 1.0098 0.6948
H -2.2650 -1.8524 -0.1091
H -2.1681 -1.8867 2.4330
H -0.9309 1.8589 0.6019
H 0.0685 -5.9572 -2.5694
H -1.0317 3.9468 1.5835
C -2.2637 -0.9472 1.8761
H 0.2810 -4.7505 -1.2898
H 4.6585 -0.4782 0.3535
H -4.9018 -2.6471 2.9162
H 0.0557 1.5709 2.0394
H 0.4287 -3.0863 -5.0440
C -0.9929 -4.1167 -2.9125
C 3.2693 1.2052 2.7477
O -0.9557 -2.7317 -2.6376
C 1.0455 5.6570 0.9118
H -1.7745 -0.1648 -0.0750
O 4.2972 0.6397 2.9032
O 2.1683 0.0310 -1.8631
H 1.9658 6.2750 2.7821
H -1.1031 -4.2954 -3.9889
H 3.7515 2.3225 -1.3466
H -5.4918 -3.2059 1.3429
Br 2.0230 1.3931 4.1778
O 3.8822 -0.7762 -0.1420
O -3.5939 -0.4646 1.9340
C 0.0061 3.6177 1.4710
C 0.1623 -2.0212 -3.1588
H 0.4883 3.7338 2.4439
C 2.1996 5.6602 1.9179
H -0.6753 -1.4257 0.5051
C 0.1951 -4.8927 -2.3679
O 4.1506 1.5053 -1.0161
H -0.6352 -1.6823 -5.1362
C -1.7175 -1.1083 0.4689
H 1.3632 6.1700 0.0077
H -1.9088 -4.4738 -2.4396
H 2.3882 4.6518 2.2789
C -4.6852 -2.6736 1.8475
H 3.1175 6.0158 1.4625
H -5.5103 -0.7332 1.4460
C -0.0144 2.1295 1.1128
H 1.1341 -4.5773 -2.8234
O 1.0469 1.7745 0.2150
O 2.8738 1.7791 1.5970
H 1.1185 -1.4661 -4.9965
H 1.0893 -2.3648 -2.6924